Computed, not measured: a structure of composition C4H6FO4Pr, with wB97M-V/def2-TZVPD.

Cartesian coordinates (Å):
O -0.3656 -1.6913 2.2394
H -0.3859 -2.1583 4.2223
H -3.0695 -2.1890 -0.7289
C -0.8907 -2.4164 3.2850
C -0.7487 -3.8615 2.8317
O 0.9230 -2.4452 0.5206
H -2.8655 -0.7191 0.2874
H -1.6021 -4.4776 3.1298
C -0.2423 -2.4900 1.0701
O -1.1776 -1.8835 -0.0454
C -2.5706 -1.7690 0.1530
H 0.1897 -4.2968 3.2052
F -2.2310 -2.0851 3.4510
Pr 0.7468 -1.5286 -1.8098
H -2.8682 -2.3356 1.0467
O -0.7216 -3.7451 1.4231

Total charge ... +1
2S+1 ... 4
HOMO-LUMO gap (alpha / beta) ... 6.961 / 8.082 eV

Per-atom Mulliken charges, elementary charge units: -0.34, 0.27, 0.28, 0.29, -0.40, -0.97, 0.27, 0.27, 1.01, -0.50, -0.65, 0.33, -0.30, 1.60, 0.21, -0.37

Computed, not measured: the molecule C6H10O, with wB97M-V/def2-TZVPD.

Cartesian coordinates (Å):
C -1.1375 -1.3381 0.6940
O -1.5445 -0.5304 -0.2463
H -0.8023 2.1082 -0.6041
C -0.4334 0.0583 -1.0154
H 0.3381 -2.7517 0.4202
H 0.5254 0.6063 1.7235
H 1.0276 -1.2939 1.1348
H 0.3914 -1.7877 -1.7994
H -1.1090 1.2392 1.6155
H 0.9119 1.7011 -0.6458
C 0.5993 -1.0570 -1.0075
C -0.0898 1.3743 1.2493
H -0.8093 0.2959 -2.0131
C -0.0669 1.3625 -0.2895
C 0.3246 -1.6611 0.3761
H 1.6117 -0.6802 -1.1816
H 0.2627 2.3544 1.5893

Total charge ... 0
HOMO-LUMO gap ... 9.260 eV

Per-atom Mulliken charges, elementary charge units: -0.44, -0.17, 0.29, 0.13, 0.39, 0.25, 0.22, 0.30, 0.33, 0.34, -0.60, -1.21, 0.38, -0.52, -0.42, 0.33, 0.40

Computed, not measured: a cluster of 2 separate species, C10H8NO3 in total, with wB97M-V/def2-TZVPD.

Cartesian coordinates (Å):
H 3.1411 -1.5594 0.7105
C 0.4727 0.0086 0.1685
C 2.4862 -0.6964 0.6904
C 0.5396 1.3315 0.3129
H 2.0735 2.7032 0.3598
H 3.8713 0.9604 0.9902
O -1.5692 -0.0055 -2.2317
H 1.1294 -2.2354 0.2119
N -1.4680 -0.5412 -0.0914
C 2.8012 0.6981 0.7963
C -2.2364 0.6201 -0.2621
H -2.4958 1.8349 -2.1619
C 1.9068 1.6569 0.4940
O -0.5814 -2.0140 -1.7172
C -2.1339 0.9636 -1.5554
H -0.1390 2.1002 0.6713
C -1.6837 -1.4832 0.9083
H -2.5692 1.3684 0.4497
H -2.4111 -1.0413 1.5815
C 1.2674 -1.0927 0.2556
C -1.1632 -1.0046 -1.4649
O -1.2382 -2.5722 0.8836

Total charge ... +1
HOMO-LUMO gap ... 8.984 eV

Per-atom Mulliken charges, elementary charge units: 0.38, 0.91, -0.55, -0.15, 0.45, 0.36, -0.28, 0.36, 0.28, -0.43, -0.78, 0.40, -0.80, -0.41, 0.16, 0.38, 0.02, 0.43, 0.36, -0.25, 0.53, -0.35

Computed, not measured: the ion C6H12N with charge +1, with wB97M-V/def2-TZVPD.

Cartesian coordinates (Å):
C 0.0806 1.7428 -0.8185
C 0.2221 0.1799 2.3962
H -0.8788 -1.4246 -2.5152
H -0.6116 0.5668 2.8587
H -1.7958 -1.5390 -0.8504
H 0.8061 1.6133 -1.7332
C 0.6305 2.0534 0.5680
H -0.4837 -2.7298 -1.4835
N 0.1598 -0.9675 -0.6173
C -0.3302 0.3702 -0.1940
H 0.9444 2.9874 0.9791
H -1.4649 0.2757 0.0123
C 0.1630 0.9193 1.1387
C -0.8380 -1.7075 -1.4355
H 0.1390 -0.8550 2.2886
H 0.4665 -1.4680 0.2971
H -0.7253 2.2990 -1.2899
H 1.1329 0.4259 2.8872
H 1.0980 -1.1337 -1.1739

Total charge ... +1
SMILES string ... C[NH2+][C@@H]1CC=C1C
HOMO-LUMO gap ... 9.978 eV

Per-atom Mulliken charges, elementary charge units: -0.81, -1.28, 0.30, 0.37, 0.33, 0.26, -0.55, 0.39, -0.13, 0.31, 0.44, 0.16, 0.03, -0.75, 0.40, 0.44, 0.28, 0.36, 0.46

Computed, not measured: the ion C2H4NO with charge +1, with wB97M-V/def2-TZVPD.

Cartesian coordinates (Å):
H 0.9149 -1.0898 1.0449
O 3.4566 -0.0301 -0.2841
H -0.9520 0.3482 0.6645
H -0.5952 -0.3636 -0.8333
N 2.5215 0.1001 0.3603
C -0.2097 0.2743 -0.1631
C 1.0400 -0.4197 0.2431
H -0.1386 1.2005 -0.6246

Total charge ... +1
SMILES string ... CC=[N+]=O
HOMO-LUMO gap (alpha / beta) ... 8.666 / 8.580 eV

Per-atom Mulliken charges, elementary charge units: 0.32, -0.07, 0.34, 0.36, 0.35, -0.84, 0.17, 0.37

Computed, not measured: a structure of composition C31H37N5PmS, with wB97M-V/def2-TZVPD.

Cartesian coordinates (Å):
H -3.2375 -4.3786 -2.0932
H -3.2027 -0.7515 -4.3329
H -0.9408 0.0849 1.1036
H 1.9627 1.9223 2.4912
C -3.2432 -1.0910 -0.0633
H 6.2326 -0.6881 -0.8263
C -2.6866 -3.5824 -2.5686
C 2.9431 -0.2242 -1.3604
C 3.6271 0.8712 0.6547
H 2.1718 -0.4020 -2.1541
H 0.2165 3.2733 -0.5133
H -1.1571 4.8140 2.5838
H 0.2476 1.7921 4.2258
N 1.2389 0.8386 -0.1273
C 0.4261 3.3613 2.7474
C -1.2320 1.5158 2.6787
C 4.2280 -0.6819 -1.5735
C 0.6147 -3.5731 0.8362
C -0.4044 2.4061 3.6015
H 1.9978 3.2210 1.2710
C -3.3247 0.6634 -1.5564
C -3.3703 -2.5412 -3.1784
C -5.2832 0.1722 -0.2767
C -0.3079 0.7187 1.7575
C -1.3008 -3.6335 -2.6207
H 4.1831 -2.5656 -2.5602
C -2.6644 -1.5438 -3.8340
H 6.9267 0.3235 1.1810
H 4.0695 -1.1899 -3.6587
C -4.6365 0.9524 -1.2360
C -0.5798 -2.6449 -3.2963
H -1.0615 2.9710 4.2641
H 2.1114 -4.7671 1.5447
C -2.5217 -2.1480 0.5789
H 0.6239 -4.7827 2.4567
H -0.9785 1.9653 -0.6285
N 1.1780 -4.4314 1.6951
H 0.0834 4.9615 1.3403
H -4.4502 -2.5185 -3.1658
H -1.8276 0.8146 3.2731
N -0.6442 -3.2638 1.0984
N -1.2435 -2.3209 0.3635
H -5.0236 -1.4831 1.0588
H 6.1696 1.9065 1.3780
H -5.1464 1.7673 -1.7208
C 0.5516 1.6619 0.8815
H -1.9970 3.9837 0.3910
C -0.3915 2.5838 0.0765
N -2.6134 -0.3245 -0.9991
S 1.5438 -3.0657 -0.5143
C -1.3287 3.3615 0.9956
C 1.3566 2.5494 1.8407
C 4.9241 0.4379 0.4405
H 0.4901 -2.7820 -3.4768
H -2.8104 1.2502 -2.3115
C -1.2740 -1.5841 -3.8958
H -2.7528 1.7459 1.1637
H 0.3596 0.0659 2.3330
Pm -0.0530 -0.8422 -1.0855
H -0.7437 -0.8633 -4.5131
C -2.1578 2.3818 1.8246
C -0.5003 4.2473 1.9226
H -0.7753 -4.4775 -2.1965
C 5.9956 0.8311 1.4125
C 4.5441 -1.5531 -2.7486
H -2.8464 2.9327 2.4653
C -4.5792 -0.8549 0.3050
H 1.0451 3.9850 3.4000
C 5.2231 -0.3467 -0.6632
H 5.6180 -1.5930 -2.9058
H 3.4640 1.4727 1.5268
H -6.3109 0.3627 -0.0057
H -3.0431 -2.7886 1.2852
H 5.7080 0.5746 2.4307
C 2.5719 0.5358 -0.2158

Total charge ... +1
2S+1 ... 5
HOMO-LUMO gap (alpha / beta) ... 5.396 / 5.425 eV

Per-atom Mulliken charges, elementary charge units: 0.46, 0.48, 0.18, 0.72, 1.45, 0.32, -0.53, -0.52, -0.43, 0.43, 0.42, 0.56, 0.55, -0.01, 0.46, 0.40, 0.29, 0.67, -1.76, 0.43, -0.64, -0.43, -0.61, -1.26, -0.25, 0.27, -0.48, 0.39, 0.35, -1.02, -0.72, 0.55, 0.22, -1.18, 0.24, -0.09, -0.38, 0.54, 0.48, 0.50, -1.82, 1.44, 0.53, 0.33, 0.51, 1.64, 0.40, -0.99, 1.09, -0.46, 0.61, -2.44, -0.07, 0.68, 0.44, -0.51, -0.27, 0.46, 0.63, 0.51, -0.78, -1.69, 0.48, -1.56, -1.64, 0.64, -1.04, 0.31, -0.87, 0.41, 0.49, 0.50, 0.41, 0.36, 1.21

Computed, not measured: the molecule C4H7NO, with wB97M-V/def2-TZVPD.

Cartesian coordinates (Å):
N -1.2942 0.8562 0.4696
H -0.5278 1.1422 -1.3259
O 0.9886 -0.5690 1.0662
H 2.8807 -0.1483 0.2113
C -1.7672 -0.3445 -0.1968
H 0.9559 -1.3930 -0.8687
C 1.8661 0.2362 0.2872
C 0.7478 -0.4593 -0.3363
C -0.5197 0.3001 -0.6496
H -0.7817 0.6293 1.3142
H -2.6920 -0.2981 -0.7659
H -1.6242 -1.2632 0.3698
H 1.7676 1.3116 0.4249

Total charge ... 0
SMILES string ... C1N[C@H]1[C@H]1CO1
HOMO-LUMO gap ... 10.796 eV

Per-atom Mulliken charges, elementary charge units: -0.61, 0.37, -0.47, 0.28, -0.44, 0.38, -0.35, -0.04, -0.16, 0.31, 0.27, 0.22, 0.23

Computed, not measured: the ion C18H21F3N3 with charge +1, with wB97M-V/def2-TZVPD.

Cartesian coordinates (Å):
F -3.1871 2.0038 1.8294
C -0.1413 -1.5721 2.9974
H 0.9190 -2.0345 5.1975
H 4.0973 -3.2678 4.4635
C -2.6864 -1.9197 3.0776
H 2.4937 -2.5642 5.8398
H -4.8262 -1.9487 3.3509
C -1.8022 0.0951 2.0521
H 2.4682 -1.3428 4.5644
C 0.9405 -5.1294 0.9850
H 1.7134 -5.8623 4.1422
H 0.9950 -4.2740 0.2985
H 3.7260 2.2008 2.6814
H 3.3706 -4.8518 4.6996
C 2.0383 -0.7107 1.9640
H 2.8896 -6.2126 2.8580
H -0.9733 0.6775 1.6454
H 1.6528 -5.8803 0.6055
C 0.7400 0.7326 3.4005
H -5.1356 0.4288 2.6211
H -0.1752 0.9149 3.9704
C 1.7276 1.7077 3.2754
N 1.4016 -4.8105 2.3354
C -4.1564 -0.0314 2.6332
C 1.8463 -5.9872 3.0734
C 0.8953 -0.4816 2.7310
N 0.2237 -2.8125 2.5023
C 2.9444 1.4512 2.6569
F 4.3158 -0.1035 1.5174
C 3.3868 -3.9788 4.0294
C 1.2239 -3.6190 2.9544
H -0.2200 -1.7078 4.0856
H -0.1045 -3.0701 1.5772
H 1.2488 -6.8351 2.7504
N 2.0633 -3.3300 3.9688
H 2.1501 -1.5959 1.3399
C -3.0581 0.6734 2.1626
C 3.0812 0.2145 2.0390
C -3.9662 -1.3592 3.0389
C -1.5871 -1.1452 2.6604
H -0.0754 -5.5623 0.9742
H -2.5349 -2.9162 3.5071
H 3.7749 -4.2730 3.0417
F 1.4092 2.9920 3.6670
C 1.9583 -2.2423 4.9358

Total charge ... +1
SMILES string ... CN(C)C(N[C@H](c1cccc(F)c1)c1cc(F)cc(F)c1)=[N+](C)C
HOMO-LUMO gap ... 9.518 eV

Per-atom Mulliken charges, elementary charge units: -0.30, -0.06, 0.27, 0.49, -0.71, 0.54, 0.40, -0.40, 0.44, -1.23, 0.46, 0.48, 0.52, 0.37, -0.65, 0.38, 0.67, 0.43, -0.72, 0.46, 0.66, 0.18, 0.08, -0.67, -1.32, 0.37, 0.13, -0.85, -0.32, -1.40, 0.67, 0.15, 0.37, 0.47, 0.17, 0.63, 0.27, 0.42, -0.53, -0.10, 0.34, 0.41, 0.43, -0.29, -1.10